The following is a quantum chemistry calculation of a molecular structure, C25H22N5O2Rb in a non-equilibrium geometry, from OMol25.

For the highest occupied orbital energy, the calculation gives -1.258 eV. The calculation puts the electronic energy at -38484.571 eV. The calculation puts the orbital gap at 5.27 eV. As for the multiplicity: 1. The value obtained for the energy above the lowest of the compared OMol25 structures with the same formula, charge and spin is 26.2 kcal/mol. Its charge is -2.

XYZ file:
```
55
Properties=species:S:1:pos:R:3:forces:R:3
Rb 0.28030 0.05020 1.01600 0.7 1.7 -0.5
O -2.19800 0.92680 0.75360 0.0 0.0 -0.3
C -3.02470 0.98880 1.70140 -0.3 0.1 0.1
C -4.01090 2.02800 1.73580 -0.1 0.2 -0.2
C -4.90220 2.19110 2.76250 -0.1 0.1 0.0
C -4.88220 1.32470 3.85180 -0.3 -0.1 0.5
C -3.94940 0.30550 3.87310 -0.1 0.0 0.0
C -3.04320 0.09060 2.83760 -0.2 0.5 -0.3
C -2.07940 -0.96330 3.01940 0.4 -0.7 0.4
N -1.41890 -1.55610 2.09870 -0.6 0.0 -0.1
N -0.52720 -2.48770 2.55130 0.1 -0.5 0.9
C 0.46920 -2.81930 1.75800 -0.6 0.0 0.1
O 0.79890 -2.36630 0.63310 0.3 -0.8 -0.4
C 1.31560 -3.89450 2.37430 0.3 -0.3 0.0
C 2.47030 -4.31010 1.71640 -0.2 0.2 -0.1
C 3.27530 -5.29710 2.25260 0.2 -0.2 0.1
C 2.93780 -5.88900 3.46090 0.1 -0.2 0.0
C 1.78300 -5.48870 4.11890 0.1 -0.1 0.1
C 0.98330 -4.50090 3.58330 -0.1 0.0 0.0
H -4.01990 2.71340 0.89520 0.1 0.0 0.0
H -5.61640 3.01370 2.74000 0.1 -0.1 0.0
H -5.58340 1.45390 4.66770 0.0 0.0 0.1
H -3.92080 -0.37560 4.72130 0.0 0.0 0.0
H -1.90070 -1.25300 4.07520 0.0 -0.1 -0.3
H 2.71730 -3.83780 0.77590 0.0 0.1 0.0
H 4.17770 -5.60110 1.73270 0.0 0.0 0.0
H 3.56930 -6.65920 3.88880 0.0 0.0 0.0
H 1.50650 -5.94260 5.06400 0.0 0.0 0.0
H 0.08670 -4.18120 4.09010 -0.1 0.1 0.0
C 0.62110 4.29520 -0.94950 0.0 0.0 0.1
C 1.32700 3.10660 -1.52390 0.1 0.1 -0.1
C 0.83080 2.45480 -2.64440 0.0 -0.1 0.0
C 1.44850 1.31530 -3.13870 0.0 0.0 -0.2
C 0.86500 0.58620 -4.31490 -0.1 0.0 0.1
C 2.58480 0.83190 -2.50540 -0.1 0.0 0.0
C 3.10380 1.47220 -1.38920 0.1 0.0 -0.1
C 4.29800 0.92410 -0.67250 0.0 -0.1 0.1
C 2.47370 2.61530 -0.91800 0.0 0.0 0.0
H -0.08020 3.95820 -0.18610 -0.1 0.1 0.1
H 0.06060 4.83240 -1.71270 -0.1 0.0 0.0
H 1.32480 4.97640 -0.47730 0.0 0.1 0.1
H -0.06440 2.82560 -3.12740 -0.1 0.0 0.0
H 0.15000 -0.15380 -3.95520 -0.1 -0.1 -0.1
H 1.63250 0.06510 -4.88470 0.1 0.0 0.0
H 0.33950 1.26510 -4.98430 -0.1 0.0 0.0
H 3.05900 -0.06860 -2.87680 0.1 -0.1 0.0
H 4.91990 1.72670 -0.28290 0.1 0.0 0.1
H 4.89650 0.28690 -1.32140 0.0 0.0 0.0
H 3.95740 0.33340 0.17720 0.1 0.0 0.1
H 2.86740 3.11210 -0.04480 0.0 0.0 0.1
N 2.82610 6.08930 3.53270 -0.2 0.5 0.0
C 2.94620 4.93950 3.41470 -0.2 0.9 -0.1
N 3.22490 3.69610 3.36990 1.2 -0.3 0.9
C 2.68960 2.71950 2.76440 -0.4 -0.8 -0.6
N 2.34190 1.73960 2.24040 -0.2 -0.3 -0.2
```
Positions in Å, forces in eV/Å.

These are the Mulliken partial charges, in e, on atoms 1 to 5: number 1, Rb, carries 0.874; number 2, O, carries -0.844; number 3, C, carries 0.155; number 4, C, carries -0.564; number 5, C, carries -0.308